Below is one molecule with the formula C2H4N2S3, with properties calculated with wB97M-V/def2-TZVPD.

Each line ends with the Mulliken charge.
Positions of all 11 atoms, in Å:
S -1.68421 -1.32675 0.51206  -0.2420
C -0.30430 -0.18504 0.35756  0.1508
C -0.41180 1.06024 -0.15567  -0.0573
N 0.80277 1.71862 -0.22269  -0.2942
S 2.09653 0.59956 0.43339  0.0812
N 0.98128 -0.65034 0.43610  -0.3005
S 1.18271 -1.93405 -1.04853  -0.1257
H -2.57891 -0.60702 1.22521  0.1370
H -1.41423 1.67772 -0.24866  0.2770
H 0.96047 2.26065 -1.03319  0.2494
H 0.36968 -2.61358 -0.25559  0.1243

Summary:
* ΔE to the lowest compared entry with this formula, charge and spin: 281.7 kJ/mol
* SMILES string: SC1=CNSN1S
* 2S+1: 1
* orbital gap: 7.7 eV
* E: -1382.56480 Eh



Below is one molecule with the formula C2H4N2Se, with properties calculated with wB97M-V/def2-TZVPD.

Each line ends with the Mulliken charge.
Positions of all 9 atoms, in Å:
C 0.58130 1.35914 -0.08698  -0.4560
C -0.60752 -1.29508 -0.04124  -0.3722
N 1.15343 0.20912 -0.24711  0.0936
N 0.79312 -0.91726 -0.21117  -0.3194
Se -1.84792 0.13992 0.02552  -0.2462
H 0.43618 1.80109 0.92631  0.3673
H 0.28913 1.99508 -1.00695  0.3236
H -0.78366 -2.13715 -0.79364  0.3060
H -0.43747 -1.57851 0.96385  0.3034

Summary:
* ΔE to the lowest compared entry with this formula, charge and spin: 209.6 kJ/mol
* 2S+1: 1
* orbital gap (alpha / beta): 7.6 / 7.6 eV
* E: -2589.40588 Eh



Below is an isolated ion of composition C2H4N3 and charge +1, with properties calculated with wB97M-V/def2-TZVPD.

Each line ends with the Mulliken charge.
Positions of all 9 atoms, in Å:
C 0.73037 -0.96687 0.12930  -0.0290
C -0.82312 0.82980 0.01938  -0.2382
N 1.50325 1.12578 -0.36679  -0.4477
N 1.52499 -0.01864 -0.13091  0.4154
N -0.54914 -0.40760 0.13642  -0.1106
H 0.77260 -2.05758 0.13231  0.3400
H -0.09280 1.60012 -0.44334  0.4244
H -1.85475 1.10776 0.06535  0.2989
H -1.21139 -1.21278 0.45828  0.3467

Summary:
* ΔE to the lowest compared entry with this formula, charge and spin: 337.9 kJ/mol
* net charge: +1
* 2S+1: 1
* orbital gap: 8.9 eV
* E: -242.47069 Eh



Below is C2H4N3O4 as an isolated structure, with properties calculated with wB97M-V/def2-TZVPD.

Each line ends with the Mulliken charge.
Positions of all 13 atoms, in Å:
C -1.06369 0.89256 -0.30047  -1.0004
C -0.46337 -0.31621 0.31629  -0.0276
N 1.25453 -0.43367 -0.50703  -0.7229
N -0.92043 -1.59248 0.08865  0.9993
N 2.02699 0.40694 0.03661  1.1527
O -0.46474 -2.44320 0.74954  -0.6111
O 1.71171 1.18121 0.97766  -0.7058
O -1.69195 -1.78555 -0.84077  -0.6490
O 3.14924 0.40132 -0.48159  -0.7521
H -1.61933 0.74787 -1.30111  0.2689
H -0.19730 1.47299 -0.48036  0.3624
H -1.61835 1.48554 0.42338  0.2810
H -0.10331 -0.01732 1.31918  0.4047

Summary:
* ΔE to the lowest compared entry with this formula, charge and spin: 465.9 kJ/mol
* net charge: -1
* 2S+1: 1
* orbital gap: 8.5 eV
* E: -543.63038 Eh



Below is one molecule with the formula C2H4N3P, with properties calculated with wB97M-V/def2-TZVPD.

Each line ends with the Mulliken charge.
Positions of all 10 atoms, in Å:
C -0.72725 0.80866 -0.54153  0.0210
C 1.50674 0.78274 -0.92139  -0.3196
N 0.24432 -0.04448 -0.35366  -0.0179
N -0.43081 1.90583 -1.11369  -0.7227
N 0.89802 1.83123 -1.35680  0.2755
P -0.52190 -1.66988 0.37551  0.0756
H -1.72910 0.59322 -0.12394  0.3576
H 1.31311 2.67814 -1.45962  0.2169
H -0.26309 -2.54092 -0.65416  0.0827
H -1.70911 -1.35495 -0.05685  0.0308

Summary:
* ΔE to the lowest compared entry with this formula, charge and spin: 313.5 kJ/mol
* 2S+1: 1
* orbital gap: 9.4 eV
* E: -584.08922 Eh



Below is one molecule with the formula C2H4N3P, with properties calculated with wB97M-V/def2-TZVPD.

Each line ends with the Mulliken charge.
Positions of all 10 atoms, in Å:
H -1.30382 3.23382 -0.96945  0.2455
N -0.44621 2.69838 -0.93548  -0.6939
N -0.37750 2.21060 0.21951  0.1594
C 0.29708 1.39077 0.89227  -0.1614
N 1.00475 0.26963 0.28530  -0.1939
C 0.87742 -0.72136 -0.34094  0.2619
P -0.33804 -1.92944 -0.65491  -0.0551
H 0.46880 1.57953 1.91631  0.3409
H -0.26864 -2.02843 0.67071  0.0417
H 0.55932 -2.91967 -0.88141  0.0549

Summary:
* ΔE to the lowest compared entry with this formula, charge and spin: 470.4 kJ/mol
* SMILES string: [H]/N=N/C=N\C#[PH2]
* 2S+1: 1
* orbital gap (alpha / beta): 7.6 / 6.9 eV
* E: -584.02946 Eh



Below is one molecule with the formula C2H4N3PS, with properties calculated with wB97M-V/def2-TZVPD.

Each line ends with the Mulliken charge.
Positions of all 11 atoms, in Å:
C 0.15769 -0.48594 -0.06464  -0.8645
N -1.22440 0.00822 -0.00304  0.2439
N -1.40948 1.38255 0.00119  -0.3657
P -3.07497 1.71035 0.05622  0.1105
N -3.49412 0.20363 0.13112  -0.3016
C -2.31834 -0.77100 0.13097  0.3290
S -2.41027 -2.35469 -0.00582  -0.3996
H 0.21357 -1.38885 -0.77194  0.2991
H 0.81964 0.35256 -0.59124  0.3219
H 0.53718 -0.88802 0.85454  0.3141
H -0.60935 1.95282 0.47886  0.3127

Summary:
* ΔE to the lowest compared entry with this formula, charge and spin: 69.3 kJ/mol
* SMILES string: Cn1[nH]pnc1=S
* 2S+1: 1
* orbital gap: 8.1 eV
* E: -982.36595 Eh



Below is one molecule with the formula C2H4N4, with properties calculated with wB97M-V/def2-TZVPD.

Each line ends with the Mulliken charge.
Positions of all 10 atoms, in Å:
N -0.47438 1.29872 1.51567  -0.1215
C -0.14564 0.39471 0.41048  0.6348
N 0.00228 -0.16755 1.55089  -0.4295
N 0.59279 -1.71024 -0.79940  -0.5710
C 0.26659 -0.67558 -1.47016  0.0001
N -0.14585 0.51142 -0.86245  -0.6403
H -1.43889 1.45091 1.78987  0.2647
H 0.19897 1.98246 1.84411  0.2646
H 0.86597 -2.47139 -1.41548  0.2217
H 0.27815 -0.61347 -2.56354  0.3765

Summary:
* ΔE to the lowest compared entry with this formula, charge and spin: 318.1 kJ/mol
* 2S+1: 1
* orbital gap: 9.4 eV
* E: -297.52314 Eh



Below is one molecule with the formula C2H4N4, with properties calculated with wB97M-V/def2-TZVPD.

Each line ends with the Mulliken charge.
Positions of all 10 atoms, in Å:
N 1.07537 0.01021 -1.29977  -0.4222
C 0.10146 -0.13786 -0.35028  0.5536
N 0.58914 -0.03638 0.89266  -0.6297
C -0.39973 0.23514 1.73482  0.1338
N -1.63963 0.16150 1.36722  -0.3114
N -1.18857 -0.25325 -0.54507  -0.4452
H 1.03581 -0.47244 -2.18054  0.2439
H 1.97398 0.01553 -0.83680  0.2760
H -0.08435 0.54922 2.74557  0.3685
H -1.46346 -0.07167 -1.52781  0.2326

Summary:
* ΔE to the lowest compared entry with this formula, charge and spin: 271.0 kJ/mol
* 2S+1: 1
* orbital gap: 8.6 eV
* E: -297.54111 Eh



Below is one molecule with the formula C2H4N4, with properties calculated with wB97M-V/def2-TZVPD.

Each line ends with the Mulliken charge.
Positions of all 10 atoms, in Å:
C -1.58105 -0.21115 0.11524  -0.6291
N -0.08875 -0.00570 0.19253  0.7578
N 0.64820 0.01519 -0.97078  -0.6690
C 1.79808 0.26202 -0.51676  0.0060
N 1.83363 0.32493 0.84739  -0.3255
N 0.68454 0.19751 1.26984  -0.3657
H -2.07494 -0.19267 1.09739  0.2858
H -2.03767 0.57115 -0.48636  0.2742
H -1.83144 -1.14887 -0.39962  0.2644
H 2.64941 0.18758 -1.14889  0.4010

Summary:
* ΔE to the lowest compared entry with this formula, charge and spin: 175.1 kJ/mol
* SMILES string: Cn1ncnn1
* 2S+1: 1
* orbital gap: 11.6 eV
* E: -297.57761 Eh



Below is one molecule with the formula C2H4N4, with properties calculated with wB97M-V/def2-TZVPD.

Each line ends with the Mulliken charge.
Positions of all 10 atoms, in Å:
C -1.06378 0.53357 0.51344  0.1104
N -1.13303 -0.64036 0.16139  -0.4174
N 0.12642 -1.33935 0.02644  -0.2266
C 1.06689 -0.46833 -0.75589  0.0140
N 0.86620 0.77358 -0.38620  -0.4854
N 0.25027 0.95284 1.02500  -0.3065
H -1.93384 1.17863 0.32821  0.3358
H 0.03367 -2.41679 -0.28146  0.3012
H 1.54881 -0.54286 -1.65866  0.3740
H 0.23839 1.96908 1.02773  0.3004

Summary:
* ΔE to the lowest compared entry with this formula, charge and spin: 407.6 kJ/mol
* SMILES string: C1=NNC=NN1
* 2S+1: 1
* orbital gap: 9.9 eV
* E: -297.48907 Eh



Below is one molecule with the formula C2H4N4, with properties calculated with wB97M-V/def2-TZVPD.

Each line ends with the Mulliken charge.
Positions of all 10 atoms, in Å:
N 1.93921 0.03429 0.15242  -0.4285
C 0.62130 0.24709 -0.08975  0.2229
C -0.29977 1.07176 -0.36574  -0.3357
N -1.95009 -0.20473 0.05243  -0.3009
N -1.29822 -1.23376 0.37789  -0.0128
N -0.11816 -1.37112 0.34087  -0.2370
H 2.62872 0.65174 -0.19978  0.2206
H 2.23864 -0.91591 0.15555  0.2545
H -0.85047 1.87391 -0.79869  0.4010
H -2.91115 -0.15327 0.37479  0.2160

Summary:
* ΔE to the lowest compared entry with this formula, charge and spin: 471.8 kJ/mol
* 2S+1: 1
* orbital gap: 9.4 eV
* E: -297.46461 Eh



Below is a 2-piece molecular cluster, C2H4N4 overall, with properties calculated with wB97M-V/def2-TZVPD.

Each line ends with the Mulliken charge.
Positions of all 10 atoms, in Å:
C 0.10110 -1.25311 0.58062  -0.0744
C 0.56763 1.66866 -0.07166  -0.4216
N -0.73959 -2.18816 0.21756  -0.3031
N -1.48279 -1.70756 -0.79112  -0.2488
N -1.16953 -0.48153 -1.03366  -0.2309
N -0.17037 -0.17602 -0.18440  0.1015
H 0.65721 -1.37132 1.50388  0.3603
H 1.33757 1.75271 -0.84940  0.2426
H -0.36730 1.99555 -0.24598  0.3251
H 1.26607 1.76077 0.87415  0.2494

Summary:
* ΔE to the lowest compared entry with this formula, charge and spin: 399.4 kJ/mol
* 2S+1: 1
* orbital gap: 9.9 eV
* E: -297.49219 Eh



Below is one molecule with the formula C2H4N4, with properties calculated with wB97M-V/def2-TZVPD.

Each line ends with the Mulliken charge.
Positions of all 10 atoms, in Å:
N 1.75736 0.11930 -0.12779  -0.4961
C 0.40688 -0.19262 0.03960  -0.1097
C -0.71146 0.70277 -0.17052  0.1667
N -1.91060 0.29438 0.01477  -0.6655
N -0.98839 -2.02260 0.66024  -0.4785
N -0.09075 -1.36659 0.41550  0.4755
H 2.22625 -0.35360 -0.88903  0.2410
H 2.32109 0.09517 0.71141  0.2426
H -0.41443 1.70525 -0.48740  0.3888
H -2.59597 1.01854 -0.16678  0.2350

Summary:
* ΔE to the lowest compared entry with this formula, charge and spin: 237.3 kJ/mol
* 2S+1: 1
* orbital gap: 8.7 eV
* E: -297.55392 Eh



Below is one molecule with the formula C2H4N4O, with properties calculated with wB97M-V/def2-TZVPD.

Each line ends with the Mulliken charge.
Positions of all 11 atoms, in Å:
N -0.88523 0.04354 -2.03426  -0.4122
C -0.27189 0.02657 -0.81978  0.4978
N 0.57931 0.94848 -0.45887  -0.7050
N 0.81102 0.62230 0.86877  -0.0305
C 0.04564 -0.49269 1.14097  0.5795
O -0.02294 -0.74757 2.44749  -0.4916
N -0.62890 -0.92848 0.13164  -0.5691
H -0.47716 0.67990 -2.70122  0.2633
H -1.20820 -0.84463 -2.37740  0.2493
H 1.79637 0.53426 1.09865  0.2411
H 0.26195 0.15833 2.70401  0.3774

Summary:
* ΔE to the lowest compared entry with this formula, charge and spin: 96.0 kJ/mol
* SMILES string: Nc1n[nH]c(O)n1
* 2S+1: 1
* orbital gap: 9.4 eV
* E: -372.86378 Eh



Below is one molecule with the formula C2H4N4O, with properties calculated with wB97M-V/def2-TZVPD.

Each line ends with the Mulliken charge.
Positions of all 11 atoms, in Å:
C -0.96978 0.58675 -1.15044  0.0596
C -1.01968 1.13925 -3.61511  0.4515
N -0.84410 0.97765 -2.43886  -0.1565
N 0.97656 -0.44921 -1.39455  -0.9870
N 0.04922 -0.10201 -0.64571  0.9207
N 0.10580 -0.30453 0.76765  -0.7034
O -1.03816 1.49954 -4.71081  -0.4406
H -1.49677 1.04092 -0.33809  0.1276
H 1.82172 -0.77133 -0.92421  0.1887
H -0.49436 0.35493 1.32247  0.2600
H 1.09459 -0.31643 1.13655  0.2794

Summary:
* ΔE to the lowest compared entry with this formula, charge and spin: 414.2 kJ/mol
* 2S+1: 1
* orbital gap: 8.1 eV
* E: -372.74258 Eh



Below is one molecule with the formula C2H4N4O, with properties calculated with wB97M-V/def2-TZVPD.

Each line ends with the Mulliken charge.
Positions of all 11 atoms, in Å:
C -1.67022 0.36410 -0.08675  -0.9826
N -0.56889 -0.60767 0.18732  -0.1995
C 0.75296 -0.25478 0.10389  0.5411
N 1.84355 -1.13753 0.16985  -0.2969
N 2.84923 -0.42475 -0.01915  -0.0468
O 2.49137 0.83617 -0.19995  -0.0031
N 1.16390 0.99890 -0.08991  -0.3173
H -1.89512 1.05942 0.63817  0.3318
H -1.50844 0.90514 -0.90205  0.3848
H -2.54178 -0.21701 -0.25269  0.3385
H -0.91657 -1.52199 0.45127  0.2499

Summary:
* ΔE to the lowest compared entry with this formula, charge and spin: 349.0 kJ/mol
* SMILES string: CNc1nnon1
* 2S+1: 1
* orbital gap: 10.2 eV
* E: -372.76739 Eh



Below is one molecule with the formula C2H4N4O, with properties calculated with wB97M-V/def2-TZVPD.

Each line ends with the Mulliken charge.
Positions of all 11 atoms, in Å:
N 2.18931 0.32844 0.13793  -0.4674
C 0.85446 -0.02189 0.07267  0.4374
N 0.45250 -1.27429 0.04952  -0.7456
N -0.91248 -1.12350 0.03418  0.2161
C -1.21458 0.17820 0.03562  0.5544
O -2.48000 0.60406 -0.00918  -0.4933
N -0.13498 0.92405 0.06492  -0.6120
H 2.80132 -0.43553 -0.11457  0.2740
H 2.40286 1.18012 -0.36168  0.2513
H -1.51402 -1.92940 0.06723  0.2256
H -2.44822 1.57118 0.03660  0.3596

Summary:
* ΔE to the lowest compared entry with this formula, charge and spin: 14.4 kJ/mol
* SMILES string: Nc1n[nH]c(O)n1
* 2S+1: 1
* orbital gap: 9.3 eV
* E: -372.89484 Eh



Below is one molecule with the formula C2H4N4O, with properties calculated with wB97M-V/def2-TZVPD.

Each line ends with the Mulliken charge.
Positions of all 11 atoms, in Å:
N 2.23994 0.40450 0.04683  -0.4478
C 0.90361 0.06973 0.00512  0.5047
N 0.46491 -1.14293 0.27180  -0.7396
N -0.89352 -0.95425 0.22102  0.1836
C -1.15426 0.32519 -0.10539  0.4747
O -2.40094 0.80763 -0.24929  -0.4961
N -0.05418 1.01686 -0.24061  -0.5754
H 2.85557 -0.39462 0.00117  0.2705
H 2.49043 1.14765 -0.58884  0.2540
H -1.50525 -1.75205 0.16398  0.2344
H -2.94632 0.47229 0.47421  0.3371

Summary:
* ΔE to the lowest compared entry with this formula, charge and spin: 40.4 kJ/mol
* SMILES string: Nc1n[nH]c(O)n1
* 2S+1: 1
* orbital gap: 9.1 eV
* E: -372.88496 Eh



Below is one molecule with the formula C2H4N4O, with properties calculated with wB97M-V/def2-TZVPD.

Each line ends with the Mulliken charge.
Positions of all 11 atoms, in Å:
N 2.05442 -0.12506 -0.05073  -0.5467
C 0.69691 -0.32614 0.07650  0.2389
N 0.07190 -1.48007 -0.13564  -0.3301
N -1.21640 -1.33808 -0.01488  -0.2131
O -1.43531 0.02664 0.09176  -0.1603
C -0.25861 0.66158 0.09368  0.5441
N -0.28160 1.98816 -0.04219  -0.4717
H 2.53993 -1.01877 0.07113  0.2734
H 2.40505 0.66681 0.50674  0.2209
H -1.13080 2.44575 -0.26548  0.2389
H 0.64022 2.36585 -0.36343  0.2056

Summary:
* ΔE to the lowest compared entry with this formula, charge and spin: 244.9 kJ/mol
* SMILES string: Nc1nnoc1N
* 2S+1: 1
* orbital gap: 8.4 eV
* E: -372.80706 Eh